Molecular formula: C7H27O8
Method: DFT, ωB97M-V/def2-TZVPD

Each line ends with the natural charge from an NBO analysis.
Element x y z (Å)
H (1.40, -3.31, -1.68)  0.215
O (1.38, 0.86, -1.43)  -1.053
C (-2.28, -1.27, 0.31)  -0.434
H (-2.44, 0.46, -0.98)  0.228
H (-3.26, -1.70, 0.12)  0.200
O (0.00, -1.09, 4.87)  -0.946
H (3.55, 3.98, -0.12)  0.467
O (-0.66, 2.35, -1.66)  -0.993
H (0.16, 3.87, -0.71)  0.501
C (-0.59, -2.39, -1.88)  0.072
H (-2.08, -3.70, -2.74)  0.183
H (1.68, 0.40, -0.57)  0.524
C (-1.15, -3.57, -2.19)  -0.457
C (-1.73, -0.34, -0.76)  -0.397
H (-2.27, -1.43, -2.49)  0.194
H (0.20, -0.15, 4.98)  0.462
H (-0.82, 0.03, -0.27)  0.201
H (0.08, -1.11, 3.90)  0.482
H (-0.61, -4.48, -2.00)  0.182
O (-1.33, -0.17, 2.37)  -0.743
H (1.27, 3.72, 0.48)  0.493
H (-0.08, 1.67, -2.06)  0.501
H (-0.63, -0.06, 1.71)  0.480
O (3.49, 3.27, -0.76)  -0.973
O (0.36, 3.92, 0.23)  -1.009
H (-1.60, -2.11, 0.49)  0.207
H (1.42, -1.61, -1.39)  0.256
C (-2.50, -0.53, 1.62)  -0.052
C (0.80, -2.50, -1.28)  -0.685
H (2.29, 1.32, 1.42)  0.514
H (-0.54, 2.11, -0.73)  0.483
H (1.95, 2.71, 2.41)  0.456
O (2.14, 0.05, 0.84)  -1.219
H (-3.03, 0.41, 1.37)  0.146
O (2.57, 2.28, 1.81)  -1.095
H (2.14, -0.73, 1.39)  0.450
C (-1.34, -1.10, -2.02)  -0.439
H (0.59, -2.38, -0.21)  0.225
H (-3.18, -1.00, 2.33)  0.171
H (3.22, 2.51, -0.22)  0.501
H (-0.76, -0.46, -2.70)  0.230
H (2.17, 1.26, -1.81)  0.472

The energy above the lowest of the compared OMol25 structures with the same formula, charge and spin comes out at 0.0 kcal/mol. As for the molar mass: 239.3 g mol⁻¹. The HOMO energy is -6.0 eV. The multiplicity is 1. For the LUMO energy, the calculation gives 3.129 eV. Its charge is -1.